Density functional theory data (ωB97M-V/def2-TZVPD) for C19H20N2O4PtSSeTe as an isolated structure in a non-equilibrium geometry.

Summary:
E_LUMO = 4.01 eV
Spin multiplicity = 1
Total charge = -2
Energy = -4333.51622 hartree

Cartesian coordinates (Å):
Pt (-2.2496, -1.4034, 0.0537)
C (1.4759, 1.6763, 2.1768)
C (0.6967, 0.4327, 1.8477)
C (1.3771, -0.6648, 1.2161)
C (0.7636, -1.8473, 0.9797)
C (-0.6032, -2.0276, 1.3862)
C (-1.3101, -0.9525, 1.9857)
C (-0.6082, 0.2890, 2.1828)
S (-1.3167, -3.6621, 1.5268)
O (-1.8068, -3.7556, 2.8786)
O (-0.3121, -4.6190, 1.1073)
N (-2.5280, -3.4954, 0.5175)
C (-2.4009, -4.1270, -0.8092)
C (-3.1048, -3.2910, -1.8732)
O (-3.5151, -3.8018, -2.9040)
O (-3.1894, -2.0162, -1.6207)
H (1.9863, 2.0709, 1.3001)
H (2.2384, 1.4608, 2.9326)
H (0.8197, 2.4536, 2.5711)
H (2.4150, -0.5291, 0.9266)
H (1.2827, -2.6928, 0.5469)
H (-2.1786, -1.1615, 2.5983)
H (-1.1340, 1.1001, 2.6749)
H (-2.8413, -5.1244, -0.8028)
H (-1.3568, -4.2277, -1.1298)
Se (-7.1952, -0.5383, 1.9152)
C (-5.4583, -0.6193, 1.3338)
N (-4.3552, -0.6436, 0.9745)
C (4.1565, 3.4789, -1.0918)
C (2.8635, 2.7099, -1.1783)
C (2.8212, 1.4241, -1.6846)
C (1.6264, 0.7040, -1.7950)
C (1.7224, -0.6868, -2.3667)
C (0.4239, 1.2819, -1.3640)
Te (-1.4602, 0.3525, -1.7515)
C (0.4647, 2.5814, -0.8166)
C (-0.7684, 3.2457, -0.2652)
C (1.6677, 3.2749, -0.7496)
H (5.0059, 2.8470, -1.3553)
H (4.3235, 3.8636, -0.0827)
H (4.1565, 4.3372, -1.7691)
H (3.7429, 0.9563, -2.0221)
H (2.4667, -0.7193, -3.1662)
H (0.7662, -1.0335, -2.7498)
H (2.0334, -1.3934, -1.5891)
H (-1.2363, 2.6150, 0.4940)
H (-1.5262, 3.3870, -1.0364)
H (-0.5145, 4.2129, 0.1757)
H (1.6727, 4.2776, -0.3288)

Cartesian forces (eV/Å) of the 2 atoms listed first:
1.189 -0.818 0.016
0.028 -0.068 0.075